Entry 1:
Density functional theory data (the ωB97M-V functional and the def2-TZVPD basis) for a structure of composition C23H29CuN9O5S.

Last column: Löwdin charge in e.
Atoms and positions in Å:
1 Cu 1.02 0.37 0.62  0.309
2 C -1.97 -2.66 -1.63  -0.068
3 N -0.97 -2.60 -0.58  -0.120
4 C 0.38 -3.02 -0.92  -0.017
5 C -1.11 -1.80 0.51  -0.503
6 O -0.13 -1.41 1.15  0.014
7 N -2.40 -1.46 0.90  -0.142
8 C -3.40 -2.50 1.03  -0.070
9 C -2.47 -0.40 1.89  -0.053
10 H -1.52 -2.35 -2.57  0.087
11 H -2.78 -1.96 -1.41  0.079
12 H -2.38 -3.67 -1.74  0.084
13 H 0.41 -3.27 -1.98  0.087
14 H 0.69 -3.89 -0.34  0.091
15 H 1.10 -2.21 -0.73  0.062
16 H -3.05 -3.44 0.60  0.081
17 H -4.34 -2.22 0.52  0.085
18 H -3.63 -2.67 2.09  0.086
19 H -1.79 0.40 1.61  0.071
20 H -2.20 -0.75 2.89  0.091
21 H -3.49 -0.02 1.91  0.086
22 O 2.32 0.33 -0.94  -0.181
23 N 3.12 -0.65 -0.99  -0.046
24 C 4.17 -0.50 -1.77  -0.320
25 C 5.09 -1.60 -1.87  -0.217
26 N 5.84 -2.47 -1.96  0.110
27 C 4.43 0.69 -2.53  -0.202
28 N 4.65 1.64 -3.14  0.139
29 C -3.71 2.36 -1.35  -0.071
30 C -2.82 2.20 -2.59  -0.175
31 C -1.33 2.47 -2.31  -0.313
32 C -0.51 2.23 -3.58  -0.168
33 C 0.98 2.52 -3.42  -0.067
34 C -1.18 3.92 -1.92  -0.440
35 O -1.53 4.84 -2.64  0.078
36 N -0.63 4.15 -0.70  0.212
37 C -0.18 3.19 0.22  -0.503
38 O 0.27 3.64 1.28  0.008
39 N -0.29 1.88 -0.06  0.144
40 C -0.85 1.48 -1.24  -0.442
41 O -0.99 0.29 -1.50  0.064
42 H -4.76 2.20 -1.61  0.070
43 H -3.62 3.36 -0.93  0.078
44 H -3.44 1.63 -0.58  0.068
45 H -3.14 2.88 -3.37  0.117
46 H -2.89 1.18 -2.96  0.115
47 H -0.93 2.85 -4.37  0.117
48 H -0.65 1.18 -3.86  0.116
49 H 1.16 3.58 -3.22  0.080
50 H 1.53 2.27 -4.33  0.074
51 H 1.42 1.95 -2.60  0.058
52 H -0.50 5.11 -0.41  0.157
53 N 0.78 2.08 3.57  0.122
54 C 1.23 0.82 3.63  -0.662
55 N 1.74 0.16 2.63  0.063
56 C 2.16 -1.11 3.04  -0.299
57 C 2.76 -2.07 2.23  -0.011
58 C 3.13 -3.28 2.78  -0.083
59 C 2.90 -3.57 4.13  -0.110
60 C 2.30 -2.63 4.95  -0.111
61 C 1.95 -1.41 4.39  -0.485
62 S 1.19 -0.04 5.17  1.046
63 H 0.70 2.57 2.67  0.059
64 H 0.33 2.47 4.38  0.087
65 H 2.92 -1.85 1.18  0.091
66 H 3.60 -4.03 2.15  0.101
67 H 3.19 -4.53 4.53  0.093
68 H 2.12 -2.83 6.00  0.099

Highest occupied orbital energy (hartree): -0.176
DFT total energy (hartree): -3801.7031
Total charge: -1
Relative energy (zero: lowest compared OMol25 entry of this formula, charge and spin) (eV): 0.072

***

Entry 2:
Density functional theory data (the ωB97M-V functional and the def2-TZVPD basis) for an isolated molecule of C23H29FN4O4.

Last column: Löwdin charge in e.
Atoms and positions in Å:
1 O -0.83 -3.12 0.57  0.060
2 C -0.84 -2.43 -0.44  -0.415
3 N -1.92 -2.06 -1.13  0.101
4 H -1.75 -1.45 -1.92  0.145
5 C -3.28 -2.37 -0.76  -0.100
6 H -3.24 -3.17 -0.02  0.133
7 H -3.84 -2.70 -1.63  0.133
8 C -3.99 -1.14 -0.15  -0.305
9 H -3.86 -0.29 -0.83  0.137
10 C -3.48 -0.81 1.26  -0.112
11 H -3.44 0.27 1.41  0.094
12 H -2.49 -1.23 1.44  0.106
13 C -4.55 -1.44 2.16  -0.143
14 H -4.35 -2.50 2.31  0.115
15 C -5.80 -1.26 1.29  -0.195
16 H -6.21 -0.24 1.42  0.122
17 O -5.37 -1.44 -0.04  -0.096
18 H -6.58 -1.99 1.50  0.121
19 H -4.64 -0.95 3.12  0.112
20 C 0.45 -1.88 -1.04  -0.414
21 O 0.44 -1.14 -2.02  0.054
22 N 1.53 -2.27 -0.36  0.098
23 H 1.34 -2.86 0.45  0.148
24 C 2.86 -1.82 -0.62  -0.101
25 H 3.54 -2.67 -0.66  0.136
26 H 2.85 -1.33 -1.60  0.122
27 C 3.39 -0.83 0.45  -0.219
28 N 2.64 0.40 0.61  -0.105
29 C 1.47 0.34 1.48  -0.145
30 H 1.73 -0.21 2.38  0.128
31 C 1.05 1.76 1.84  -0.136
32 N 0.71 2.50 0.65  -0.103
33 C -0.58 2.43 0.15  -0.228
34 C -1.66 2.68 1.01  -0.018
35 C -2.96 2.69 0.55  -0.032
36 C -3.20 2.47 -0.79  -0.304
37 C -2.17 2.24 -1.68  -0.012
38 C -0.87 2.22 -1.21  -0.014
39 H -0.08 2.02 -1.91  0.102
40 H -2.38 2.06 -2.72  0.120
41 F -4.48 2.49 -1.25  0.044
42 H -3.78 2.90 1.22  0.121
43 H -1.48 2.88 2.05  0.111
44 C 1.85 2.53 -0.24  -0.139
45 H 1.61 3.11 -1.14  0.121
46 C 2.35 1.13 -0.61  -0.143
47 H 3.27 1.21 -1.19  0.123
48 H 1.58 0.63 -1.22  0.097
49 H 2.65 3.05 0.29  0.127
50 H 0.20 1.72 2.52  0.109
51 H 1.88 2.27 2.34  0.128
52 H 0.61 -0.16 1.00  0.118
53 C 4.82 -0.49 0.16  -0.244
54 C 5.51 -0.30 -1.00  -0.030
55 C 6.84 0.04 -0.62  -0.058
56 C 6.85 0.02 0.74  -0.118
57 O 5.64 -0.30 1.22  0.060
58 H 7.63 0.21 1.45  0.119
59 H 7.65 0.25 -1.28  0.100
60 H 5.14 -0.39 -2.00  0.111
61 H 3.36 -1.33 1.43  0.155

Highest occupied orbital energy (hartree): -0.280
DFT total energy (hartree): -1513.6988
Relative energy (zero: lowest compared OMol25 entry of this formula, charge and spin) (eV): 0.000
SMILES string: O=C(NC[C@@H]1CCCO1)C(=O)NC[C@@H](c1ccco1)N1CCN(c2ccc(F)cc2)CC1

***

Entry 3:
Density functional theory data (the ωB97M-V functional and the def2-TZVPD basis) for an isolated molecule of C23H29N3O2.

Last column: Löwdin charge in e.
Atoms and positions in Å:
1 C 1.29 1.52 5.59  -0.118
2 C 1.53 1.16 4.13  -0.271
3 C 0.84 -0.15 3.74  -0.226
4 C 1.08 -0.50 2.28  -0.174
5 H 2.15 -0.66 2.10  0.126
6 H 0.76 0.34 1.66  0.091
7 C 0.31 -1.76 1.87  -0.130
8 N 0.62 -2.17 0.52  0.028
9 C 0.14 -1.65 -0.65  -0.238
10 N 0.64 -2.22 -1.71  0.180
11 C 1.51 -3.17 -1.25  -0.223
12 C 2.32 -4.06 -1.94  -0.019
13 C 3.11 -4.91 -1.20  -0.103
14 C 3.11 -4.88 0.20  -0.101
15 C 2.32 -4.00 0.90  -0.022
16 C 1.52 -3.14 0.17  -0.157
17 H 2.33 -3.98 1.98  0.103
18 H 3.75 -5.56 0.74  0.098
19 H 3.75 -5.62 -1.70  0.097
20 H 2.31 -4.08 -3.02  0.108
21 C -0.83 -0.51 -0.73  -0.212
22 N -0.16 0.65 -1.26  0.137
23 C -0.13 1.83 -0.62  -0.465
24 O -0.50 2.00 0.52  0.049
25 C 0.43 2.98 -1.46  -0.126
26 O 0.70 2.57 -2.78  -0.203
27 C 1.16 3.61 -3.60  -0.099
28 H 1.32 3.18 -4.58  0.092
29 H 0.41 4.42 -3.66  0.092
30 H 2.09 4.03 -3.21  0.092
31 H -0.30 3.79 -1.44  0.139
32 H 1.35 3.34 -0.97  0.140
33 H 0.18 0.61 -2.21  0.144
34 H -1.20 -0.23 0.26  0.140
35 C -2.02 -0.88 -1.65  -0.082
36 C -2.91 0.32 -1.81  -0.233
37 C -3.87 0.62 -0.86  -0.039
38 C -4.64 1.76 -0.96  -0.081
39 C -4.46 2.63 -2.03  -0.094
40 C -3.50 2.33 -2.99  -0.083
41 C -2.73 1.19 -2.88  -0.047
42 H -1.99 0.97 -3.63  0.113
43 H -3.35 3.00 -3.82  0.101
44 H -5.05 3.52 -2.11  0.099
45 H -5.39 1.98 -0.21  0.102
46 H -4.02 -0.05 -0.02  0.114
47 H -2.57 -1.71 -1.20  0.128
48 H -1.62 -1.21 -2.61  0.117
49 H -0.77 -1.58 1.96  0.130
50 H 0.57 -2.58 2.54  0.124
51 H 1.21 -0.95 4.38  0.116
52 H -0.23 -0.05 3.92  0.119
53 H 2.60 1.07 3.94  0.109
54 H 1.14 1.96 3.49  0.110
55 H 0.23 1.63 5.78  0.071
56 H 1.79 2.46 5.84  0.066
57 H 1.68 0.74 6.24  0.069

Highest occupied orbital energy (hartree): -0.308
DFT total energy (hartree): -1208.6235
Relative energy (zero: lowest compared OMol25 entry of this formula, charge and spin) (eV): 1.035
SMILES string: CCCCCn1c([C@H](Cc2ccccc2)NC(=O)COC)nc2ccccc21

***

Entry 4:
Density functional theory data (the ωB97M-V functional and the def2-TZVPD basis) for an isolated molecule of C23H29N3O3.

Last column: Löwdin charge in e.
Atoms and positions in Å:
1 C -3.69 2.03 -3.54  -0.077
2 H -4.52 1.91 -4.23  0.071
3 H -3.87 2.90 -2.92  0.066
4 H -2.78 2.20 -4.13  0.064
5 C -3.55 0.77 -2.68  -0.249
6 N -2.50 0.78 -1.68  -0.179
7 C -1.14 0.87 -2.20  -0.189
8 H -0.49 0.92 -1.32  0.104
9 C -0.74 -0.35 -3.02  -0.151
10 H -1.34 -0.42 -3.93  0.106
11 H -0.91 -1.25 -2.43  0.113
12 C 0.73 -0.28 -3.44  -0.172
13 N 1.63 -0.19 -2.31  0.072
14 C 2.32 0.93 -2.03  -0.498
15 O 2.41 1.87 -2.78  0.070
16 C 2.98 0.91 -0.65  -0.005
17 H 3.46 -0.05 -0.46  0.134
18 H 3.73 1.71 -0.61  0.137
19 C 1.91 1.17 0.42  -0.201
20 C 2.60 1.41 1.76  -0.434
21 O 3.03 2.49 2.10  0.094
22 N 2.75 0.30 2.52  0.180
23 C 2.17 -0.93 2.21  -0.166
24 C 2.46 -2.07 2.95  0.026
25 C 1.83 -3.28 2.65  -0.280
26 C 0.92 -3.32 1.60  -0.043
27 C 0.64 -2.19 0.86  -0.004
28 C 1.27 -0.99 1.16  -0.229
29 O 0.95 0.13 0.43  -0.029
30 H -0.08 -2.21 0.06  0.118
31 H 0.42 -4.24 1.36  0.115
32 C 2.13 -4.52 3.44  -0.051
33 H 2.87 -4.32 4.21  0.073
34 H 2.50 -5.31 2.79  0.082
35 H 1.22 -4.88 3.92  0.083
36 H 3.16 -2.01 3.76  0.119
37 H 3.26 0.39 3.39  0.167
38 H 1.35 2.08 0.16  0.165
39 H 1.49 -0.88 -1.58  0.126
40 H 0.91 0.62 -4.04  0.121
41 H 0.99 -1.16 -4.04  0.119
42 H -0.98 1.78 -2.79  0.131
43 C -2.72 1.76 -0.62  -0.159
44 C -2.03 1.34 0.65  -0.217
45 C -2.20 0.05 1.14  -0.035
46 C -1.61 -0.33 2.33  -0.088
47 C -0.85 0.57 3.05  -0.093
48 C -0.67 1.86 2.58  -0.085
49 C -1.26 2.24 1.38  -0.048
50 H -1.12 3.25 1.02  0.115
51 H -0.07 2.56 3.13  0.109
52 H -0.39 0.27 3.98  0.106
53 H -1.75 -1.34 2.70  0.107
54 H -2.79 -0.65 0.56  0.115
55 H -3.79 1.81 -0.43  0.132
56 H -2.37 2.76 -0.92  0.125
57 H -4.49 0.60 -2.15  0.114
58 H -3.38 -0.09 -3.33  0.102

Highest occupied orbital energy (hartree): -0.308
DFT total energy (hartree): -1283.8707
Relative energy (zero: lowest compared OMol25 entry of this formula, charge and spin) (eV): 1.776
SMILES string: CCN(CCCNC(=O)C[C@H]1Oc2ccc(C)cc2NC1=O)Cc1ccccc1

***

The highest DFT total energy belongs to which entry?
C23H29N3O2

***

What did the third record say?
Density functional theory data (the ωB97M-V functional and the def2-TZVPD basis) for an isolated molecule of C23H29N3O2.

Last column: Löwdin charge in e.
Atoms and positions in Å:
1 C 1.29 1.52 5.59  -0.118
2 C 1.53 1.16 4.13  -0.271
3 C 0.84 -0.15 3.74  -0.226
4 C 1.08 -0.50 2.28  -0.174
5 H 2.15 -0.66 2.10  0.126
6 H 0.76 0.34 1.66  0.091
7 C 0.31 -1.76 1.87  -0.130
8 N 0.62 -2.17 0.52  0.028
9 C 0.14 -1.65 -0.65  -0.238
10 N 0.64 -2.22 -1.71  0.180
11 C 1.51 -3.17 -1.25  -0.223
12 C 2.32 -4.06 -1.94  -0.019
13 C 3.11 -4.91 -1.20  -0.103
14 C 3.11 -4.88 0.20  -0.101
15 C 2.32 -4.00 0.90  -0.022
16 C 1.52 -3.14 0.17  -0.157
17 H 2.33 -3.98 1.98  0.103
18 H 3.75 -5.56 0.74  0.098
19 H 3.75 -5.62 -1.70  0.097
20 H 2.31 -4.08 -3.02  0.108
21 C -0.83 -0.51 -0.73  -0.212
22 N -0.16 0.65 -1.26  0.137
23 C -0.13 1.83 -0.62  -0.465
24 O -0.50 2.00 0.52  0.049
25 C 0.43 2.98 -1.46  -0.126
26 O 0.70 2.57 -2.78  -0.203
27 C 1.16 3.61 -3.60  -0.099
28 H 1.32 3.18 -4.58  0.092
29 H 0.41 4.42 -3.66  0.092
30 H 2.09 4.03 -3.21  0.092
31 H -0.30 3.79 -1.44  0.139
32 H 1.35 3.34 -0.97  0.140
33 H 0.18 0.61 -2.21  0.144
34 H -1.20 -0.23 0.26  0.140
35 C -2.02 -0.88 -1.65  -0.082
36 C -2.91 0.32 -1.81  -0.233
37 C -3.87 0.62 -0.86  -0.039
38 C -4.64 1.76 -0.96  -0.081
39 C -4.46 2.63 -2.03  -0.094
40 C -3.50 2.33 -2.99  -0.083
41 C -2.73 1.19 -2.88  -0.047
42 H -1.99 0.97 -3.63  0.113
43 H -3.35 3.00 -3.82  0.101
44 H -5.05 3.52 -2.11  0.099
45 H -5.39 1.98 -0.21  0.102
46 H -4.02 -0.05 -0.02  0.114
47 H -2.57 -1.71 -1.20  0.128
48 H -1.62 -1.21 -2.61  0.117
49 H -0.77 -1.58 1.96  0.130
50 H 0.57 -2.58 2.54  0.124
51 H 1.21 -0.95 4.38  0.116
52 H -0.23 -0.05 3.92  0.119
53 H 2.60 1.07 3.94  0.109
54 H 1.14 1.96 3.49  0.110
55 H 0.23 1.63 5.78  0.071
56 H 1.79 2.46 5.84  0.066
57 H 1.68 0.74 6.24  0.069

Highest occupied orbital energy (hartree): -0.308
DFT total energy (hartree): -1208.6235
Relative energy (zero: lowest compared OMol25 entry of this formula, charge and spin) (eV): 1.035
SMILES string: CCCCCn1c([C@H](Cc2ccccc2)NC(=O)COC)nc2ccccc21

***

What did the third record say?
Density functional theory data (the ωB97M-V functional and the def2-TZVPD basis) for an isolated molecule of C23H29N3O2.

Last column: Löwdin charge in e.
Atoms and positions in Å:
1 C 1.29 1.52 5.59  -0.118
2 C 1.53 1.16 4.13  -0.271
3 C 0.84 -0.15 3.74  -0.226
4 C 1.08 -0.50 2.28  -0.174
5 H 2.15 -0.66 2.10  0.126
6 H 0.76 0.34 1.66  0.091
7 C 0.31 -1.76 1.87  -0.130
8 N 0.62 -2.17 0.52  0.028
9 C 0.14 -1.65 -0.65  -0.238
10 N 0.64 -2.22 -1.71  0.180
11 C 1.51 -3.17 -1.25  -0.223
12 C 2.32 -4.06 -1.94  -0.019
13 C 3.11 -4.91 -1.20  -0.103
14 C 3.11 -4.88 0.20  -0.101
15 C 2.32 -4.00 0.90  -0.022
16 C 1.52 -3.14 0.17  -0.157
17 H 2.33 -3.98 1.98  0.103
18 H 3.75 -5.56 0.74  0.098
19 H 3.75 -5.62 -1.70  0.097
20 H 2.31 -4.08 -3.02  0.108
21 C -0.83 -0.51 -0.73  -0.212
22 N -0.16 0.65 -1.26  0.137
23 C -0.13 1.83 -0.62  -0.465
24 O -0.50 2.00 0.52  0.049
25 C 0.43 2.98 -1.46  -0.126
26 O 0.70 2.57 -2.78  -0.203
27 C 1.16 3.61 -3.60  -0.099
28 H 1.32 3.18 -4.58  0.092
29 H 0.41 4.42 -3.66  0.092
30 H 2.09 4.03 -3.21  0.092
31 H -0.30 3.79 -1.44  0.139
32 H 1.35 3.34 -0.97  0.140
33 H 0.18 0.61 -2.21  0.144
34 H -1.20 -0.23 0.26  0.140
35 C -2.02 -0.88 -1.65  -0.082
36 C -2.91 0.32 -1.81  -0.233
37 C -3.87 0.62 -0.86  -0.039
38 C -4.64 1.76 -0.96  -0.081
39 C -4.46 2.63 -2.03  -0.094
40 C -3.50 2.33 -2.99  -0.083
41 C -2.73 1.19 -2.88  -0.047
42 H -1.99 0.97 -3.63  0.113
43 H -3.35 3.00 -3.82  0.101
44 H -5.05 3.52 -2.11  0.099
45 H -5.39 1.98 -0.21  0.102
46 H -4.02 -0.05 -0.02  0.114
47 H -2.57 -1.71 -1.20  0.128
48 H -1.62 -1.21 -2.61  0.117
49 H -0.77 -1.58 1.96  0.130
50 H 0.57 -2.58 2.54  0.124
51 H 1.21 -0.95 4.38  0.116
52 H -0.23 -0.05 3.92  0.119
53 H 2.60 1.07 3.94  0.109
54 H 1.14 1.96 3.49  0.110
55 H 0.23 1.63 5.78  0.071
56 H 1.79 2.46 5.84  0.066
57 H 1.68 0.74 6.24  0.069

Highest occupied orbital energy (hartree): -0.308
DFT total energy (hartree): -1208.6235
Relative energy (zero: lowest compared OMol25 entry of this formula, charge and spin) (eV): 1.035
SMILES string: CCCCCn1c([C@H](Cc2ccccc2)NC(=O)COC)nc2ccccc21